Record 1
{"formula": "C13H28F6NNaO17S6", "method": "ωB97M-V/def2-TZVPD", "symbols": ["S", "S", "S", "S", "S", "S", "Na", "F", "F", "F", "F", "F", "F", "O", "O", "O", "O", "O", "O", "O", "O", "O", "O", "O", "O", "O", "O", "O", "O", "O", "N", "C", "C", "C", "C", "C", "C", "C", "C", "C", "C", "C", "C", "C", "H", "H", "H", "H", "H", "H", "H", "H", "H", "H", "H", "H", "H", "H", "H", "H", "H", "H", "H", "H", "H", "H", "H", "H", "H", "H", "H", "H"], "positions_angstrom": [[0.514, -3.092, -2.942], [0.479, -1.327, -4.800], [-2.770, -1.486, -1.035], [3.165, 1.898, -1.531], [0.540, -0.763, 2.707], [-2.134, 2.389, 0.883], [0.378, -0.566, -1.144], [2.545, 0.248, -4.528], [1.395, 0.681, -6.276], [0.646, 1.282, -4.334], [3.223, -2.817, -2.748], [2.412, -4.793, -2.277], [2.565, -4.144, -4.314], [-1.251, 3.765, 0.624], [-0.302, -3.849, -3.834], [-4.129, -1.210, -0.166], [-0.353, 0.040, 3.473], [3.190, 2.381, -2.874], [-2.680, -0.421, -1.985], [2.400, 0.698, -1.258], [-3.462, 2.702, 0.437], [0.139, -3.204, -1.550], [-1.437, 1.220, 0.401], [4.716, 1.677, -1.071], [-1.697, -1.667, -0.077], [-0.898, -1.244, -5.291], [0.865, -0.442, 1.350], [1.934, -0.998, 3.545], [1.239, -2.270, -5.601], [2.872, 3.041, -0.430], [0.604, -1.410, -3.213], [-2.077, 2.478, 2.729], [2.290, -3.729, -3.074], [2.824, -1.588, 5.642], [-4.685, -1.081, 2.112], [-1.198, 3.957, -1.754], [-3.282, -2.966, -1.938], [-1.652, 4.640, -0.468], [4.977, 2.317, 0.169], [4.050, 3.562, 0.140], [-4.368, -2.059, 0.979], [1.323, 0.364, -5.000], [1.999, -0.526, 4.884], [-0.024, -2.431, 2.758], [2.482, 0.438, 5.046], [4.404, 4.413, -0.448], [-5.268, -2.666, 0.862], [-2.822, 3.223, 2.996], [3.912, 3.980, 1.137], [-1.301, 2.875, -1.782], [-1.608, 4.454, -2.637], [2.673, -1.492, 6.717], [-2.948, -3.861, -1.423], [-1.130, 5.588, -0.359], [2.561, -2.603, 5.349], [-1.074, 2.756, 3.029], [-3.793, -0.478, 2.291], [-3.458, -2.634, 1.137], [0.678, -2.918, 2.079], [3.875, -1.433, 5.396], [-0.121, 4.088, -1.916], [6.029, 2.589, 0.133], [-4.350, -2.942, -2.137], [-2.397, 1.510, 3.102], [-2.837, -2.852, -2.929], [-1.043, -2.536, 2.401], [-2.722, 4.828, -0.422], [0.115, -2.745, 3.789], [-5.003, -1.643, 2.994], [1.041, -0.484, 5.406], [-5.481, -0.380, 1.870], [4.699, 1.666, 0.997]], "max_force_ev_per_a": 4.2, "homo_ha": -0.340, "mol_weight_g_mol": 799.737, "de_lowest_kcal_mol": 52.9, "charge": 0, "orbital_gap_ev": 9.07}

=====

Record 2
{"formula": "C13H28FeNO3P2", "method": "ωB97M-V/def2-TZVPD", "symbols": ["Fe", "P", "P", "O", "O", "O", "N", "C", "C", "C", "C", "C", "C", "C", "C", "C", "C", "C", "C", "C", "H", "H", "H", "H", "H", "H", "H", "H", "H", "H", "H", "H", "H", "H", "H", "H", "H", "H", "H", "H", "H", "H", "H", "H", "H", "H", "H", "H"], "positions_angstrom": [[0.000, 0.000, 0.000], [2.280, -0.313, -0.341], [-2.299, 0.026, -0.190], [1.837, 2.219, -2.886], [1.134, 1.277, 2.300], [-0.821, 2.673, -2.596], [-0.114, -0.709, -2.052], [3.397, 1.100, 0.059], [1.079, -0.868, -2.749], [-1.313, -0.991, -2.629], [-1.417, -1.364, -3.968], [1.000, -1.279, -4.119], [0.115, 0.686, 1.984], [-0.914, 0.503, 3.038], [-3.342, -0.782, 1.089], [-2.536, -0.996, -1.730], [2.308, -0.563, -2.102], [-0.227, -1.502, -4.718], [-3.134, 1.622, -0.544], [3.084, -1.718, 0.549], [-3.042, 2.274, 0.341], [-2.598, 2.081, -1.394], [-0.276, -1.804, -5.770], [-0.100, 1.266, -0.755], [-4.402, -0.832, 0.788], [2.046, 1.265, -2.622], [3.240, -0.823, -2.620], [0.123, 2.431, -2.816], [4.444, 0.860, -0.197], [-4.201, 1.477, -0.787], [3.072, 1.972, -0.533], [3.324, 1.333, 1.135], [-2.951, -1.795, 1.275], [0.334, 1.341, -0.055], [-2.396, -1.573, -4.408], [-3.443, -0.702, -2.286], [1.931, -1.405, -4.680], [2.511, -2.635, 0.336], [-1.136, -0.579, 3.160], [3.062, -1.522, 1.635], [-0.546, 0.894, 4.012], [-2.694, -2.033, -1.375], [-3.246, -0.201, 2.022], [-0.713, 3.566, -2.222], [-0.125, -1.528, 0.441], [4.128, -1.849, 0.216], [-1.806, 1.099, 2.776], [2.185, 2.281, -3.794]], "max_force_ev_per_a": 6.6, "homo_ha": [-0.150, -0.290], "mol_weight_g_mol": 364.164, "de_lowest_kcal_mol": 10.5, "spin_multiplicity": 6, "charge": 0, "orbital_gap_ev": [4.39, 6.34]}

=====

Record 3
{"formula": "C13H28N4O4PdSe2", "method": "ωB97M-V/def2-TZVPD", "symbols": ["Pd", "Se", "Se", "O", "O", "O", "O", "N", "N", "N", "N", "C", "C", "C", "C", "C", "C", "C", "C", "C", "C", "C", "C", "C", "H", "H", "H", "H", "H", "H", "H", "H", "H", "H", "H", "H", "H", "H", "H", "H", "H", "H", "H", "H", "H", "H", "H", "H", "H", "H", "H", "H"], "positions_angstrom": [[0.157, 0.520, 0.344], [0.440, 1.998, 2.545], [-1.146, -0.382, 2.151], [-0.048, -2.631, 0.156], [-2.279, 0.549, -3.782], [1.715, -2.505, 2.426], [1.562, -2.528, 5.257], [-0.943, 3.175, -3.516], [0.493, 2.069, -1.262], [-1.982, -0.019, -2.549], [-0.394, -1.638, -0.765], [-1.554, -1.925, -4.003], [-0.957, 3.873, -2.231], [0.786, 1.697, -2.644], [1.238, -0.550, 3.903], [-0.227, -0.933, 3.781], [1.672, -1.095, 5.269], [0.437, 2.716, -3.694], [-1.683, -1.243, -2.677], [2.098, -1.175, 2.791], [1.450, 0.939, 3.884], [-1.808, -3.484, -1.416], [-0.731, 2.911, -1.094], [-1.326, -2.076, -1.525], [-2.560, -2.132, -4.413], [2.718, -0.763, 5.449], [-0.191, 4.649, -2.208], [0.220, 0.811, -2.822], [-2.102, -3.655, -0.381], [-0.976, -4.174, -1.525], [1.089, -0.665, 6.048], [-1.901, 4.377, -2.099], [2.037, -2.901, 6.019], [-1.558, 2.254, -0.928], [-0.523, 3.477, -0.185], [0.434, -2.241, 0.924], [2.003, -0.531, 1.876], [-0.966, -2.831, -3.938], [-2.658, -3.704, -2.084], [1.170, 3.542, -3.623], [0.513, 2.284, -4.685], [1.853, 1.413, -2.672], [-1.140, 3.840, -4.254], [-2.076, 1.497, -3.642], [3.143, -1.117, 3.058], [1.690, -3.071, 3.240], [2.534, 1.150, 3.782], [1.143, 1.369, 4.824], [1.281, 2.583, -0.926], [-1.113, -1.248, -4.728], [-0.743, -0.469, 4.628], [-0.292, -2.006, 3.914]], "max_force_ev_per_a": 1.7, "homo_ha": [-0.210, -0.270], "mol_weight_g_mol": 568.731, "de_lowest_kcal_mol": 0.0, "spin_multiplicity": 3, "charge": 0, "orbital_gap_ev": [6.25, 6.92]}

=====

Record 4
{"formula": "C13H28NO11PS", "method": "ωB97M-V/def2-TZVPD", "symbols": ["S", "P", "O", "O", "O", "O", "O", "O", "O", "O", "O", "O", "O", "N", "C", "C", "C", "C", "C", "C", "C", "C", "C", "C", "C", "C", "C", "H", "H", "H", "H", "H", "H", "H", "H", "H", "H", "H", "H", "H", "H", "H", "H", "H", "H", "H", "H", "H", "H", "H", "H", "H", "H", "H", "H"], "positions_angstrom": [[-2.132, 1.808, 0.415], [-0.872, 1.371, 3.846], [-0.103, 0.991, 5.378], [-0.024, 2.709, 3.042], [0.684, -0.666, -1.427], [-0.772, 0.061, 2.919], [-3.133, 2.484, 1.618], [5.386, -2.402, -0.679], [4.428, -3.088, 1.225], [-5.990, 3.271, -4.024], [-1.552, -0.568, -1.360], [-4.145, 0.548, 2.695], [-6.167, 4.675, -5.759], [-2.569, 1.914, 4.059], [-3.311, 1.589, 2.772], [5.514, -2.789, 0.478], [-5.451, 4.096, -4.948], [4.472, -3.693, 2.531], [-0.599, -2.665, -0.790], [4.719, -2.651, 3.603], [-0.525, -1.219, -1.188], [-3.973, 4.360, -4.913], [2.357, -2.259, -2.199], [-5.234, 2.430, -3.134], [1.945, -1.285, -1.112], [-4.761, 3.211, -1.922], [6.874, -2.856, 1.113], [-3.391, 3.566, -4.450], [-1.406, -2.783, -0.061], [1.637, -3.073, -2.309], [1.918, -1.744, -0.119], [3.338, -2.693, -1.976], [5.679, -2.148, 3.467], [-3.022, 1.469, 4.893], [7.170, -1.852, 1.428], [-4.415, 1.935, -3.665], [-4.225, 2.556, -1.227], [-3.791, 5.301, -4.385], [2.410, -1.751, -3.167], [-5.614, 3.656, -1.399], [2.682, -0.477, -1.059], [5.199, -4.511, 2.558], [-0.623, 3.515, 3.162], [-3.612, 4.445, -5.943], [-4.100, 4.033, -2.202], [3.948, -1.874, 3.565], [-1.986, 0.418, 0.557], [4.706, -3.110, 4.597], [-5.914, 1.637, -2.805], [0.303, -3.040, -0.311], [0.852, 1.327, 5.268], [3.489, -4.148, 2.694], [6.935, -3.535, 1.960], [-0.819, -3.268, -1.676], [7.585, -3.229, 0.369]], "smiles": "O=C(NP(=O)(O)O)OS.CCOC(C)=O.CCOC(C)=O.CCOC(C)=O", "max_force_ev_per_a": 8.8, "homo_ha": -0.325, "mol_weight_g_mol": 437.404, "charge": 0, "orbital_gap_ev": 8.32}

=====

Record 5
{"formula": "C13H28NO2", "method": "ωB97M-V/def2-TZVPD", "symbols": ["O", "O", "N", "C", "C", "C", "C", "C", "C", "C", "C", "C", "C", "C", "C", "C", "H", "H", "H", "H", "H", "H", "H", "H", "H", "H", "H", "H", "H", "H", "H", "H", "H", "H", "H", "H", "H", "H", "H", "H", "H", "H", "H", "H"], "positions_angstrom": [[5.641, -0.794, -0.544], [-3.671, -2.476, -1.096], [-3.942, -0.021, 0.301], [4.274, -0.528, -0.352], [2.896, 1.615, -0.568], [-4.601, -1.258, 0.839], [-1.481, 1.789, 0.248], [-3.119, -1.278, -1.589], [-4.792, -2.293, -0.268], [-1.966, 0.887, -0.894], [-2.678, -0.374, -0.454], [6.201, -1.703, 0.381], [4.043, 0.908, 0.149], [0.940, 1.469, 1.068], [-0.537, 1.143, 1.280], [1.523, 1.000, -0.264], [0.845, 1.240, -1.085], [-2.659, 1.461, -1.519], [-5.687, -2.061, -0.856], [-2.342, 2.237, 0.753], [7.274, -1.695, 0.222], [1.619, -0.090, -0.233], [5.978, -1.410, 1.410], [4.975, 1.449, 0.000], [-0.813, 1.505, 2.273], [3.760, -0.670, -1.308], [2.885, 2.664, -0.262], [1.104, 2.543, 1.182], [-3.832, -0.754, -2.242], [-2.249, -1.545, -2.184], [-0.951, 2.626, -0.208], [-2.092, -0.983, 0.232], [-4.968, -3.247, 0.225], [-3.739, 0.647, 1.044], [1.498, 0.992, 1.877], [-1.137, 0.596, -1.537], [5.820, -2.715, 0.215], [-4.576, 0.424, -0.366], [-0.649, 0.057, 1.314], [-3.979, -1.630, 1.650], [3.839, -1.249, 0.347], [3.836, 0.893, 1.221], [-5.570, -0.969, 1.241], [3.079, 1.599, -1.643]], "smiles": "COCCCCCCCC[C@@H]1COCC[NH2+]1", "max_force_ev_per_a": 0.4, "homo_ha": -0.417, "mol_weight_g_mol": 230.372, "de_lowest_kcal_mol": 0.0, "charge": 1, "orbital_gap_ev": 8.25}

=====

Record 6
{"formula": "C13H29BCl2F2N4O10P2S3", "method": "ωB97M-V/def2-TZVPD", "symbols": ["Cl", "Cl", "S", "S", "S", "P", "P", "F", "F", "O", "O", "O", "O", "O", "O", "O", "O", "O", "O", "N", "N", "N", "N", "C", "C", "C", "C", "C", "C", "C", "C", "C", "C", "C", "C", "C", "B", "H", "H", "H", "H", "H", "H", "H", "H", "H", "H", "H", "H", "H", "H", "H", "H", "H", "H", "H", "H", "H", "H", "H", "H", "H", "H", "H", "H", "H"], "positions_angstrom": [[3.584, -1.430, 1.382], [3.719, 2.836, -2.948], [-3.286, 1.592, -8.162], [2.015, 2.276, -4.093], [-1.612, 0.489, -6.509], [1.435, 0.762, 3.193], [2.266, -1.268, -0.330], [-3.755, 1.251, -9.656], [-0.890, 1.911, -6.540], [0.106, 3.236, 1.259], [-2.690, 2.907, -8.371], [-0.466, -0.406, -6.354], [2.531, 2.212, -5.577], [2.456, -2.857, -1.103], [0.900, 3.339, -3.936], [0.385, -3.862, 6.013], [0.313, -3.589, 3.519], [-4.574, 1.575, -7.477], [-2.456, 0.588, -5.324], [-0.046, 0.780, 2.140], [0.273, -2.014, 1.433], [2.689, 1.552, 2.466], [-2.311, 0.386, -7.913], [-0.965, -1.714, 2.247], [0.999, -3.717, 4.814], [2.659, -3.711, 4.773], [-0.182, -1.143, -2.441], [-1.718, 2.803, 3.193], [-0.861, -2.688, 3.603], [0.434, -1.042, 0.258], [-1.121, -0.132, 2.696], [1.544, 0.550, -3.525], [-0.677, -1.375, -0.897], [0.044, 0.422, -2.876], [-1.305, 2.883, 4.779], [0.277, 0.535, 0.668], [-0.532, 2.249, 2.200], [2.930, 2.368, 3.084], [2.409, 0.164, -2.836], [-2.320, 3.058, 5.376], [-1.945, -2.073, 1.694], [-2.225, 0.181, 2.382], [-0.510, 3.343, 0.450], [0.774, -1.739, -2.756], [-0.736, 0.687, -3.741], [-0.666, 0.960, 0.070], [-1.061, -1.554, -3.136], [-0.142, 1.208, -2.030], [-1.696, -0.762, -0.780], [1.235, 1.092, 0.291], [3.091, -2.652, 4.512], [1.555, -0.152, -4.487], [1.169, 1.516, 4.409], [-0.871, -2.064, 4.594], [1.809, -0.602, 3.557], [3.151, -4.099, 5.771], [1.768, -3.496, -0.723], [-2.740, 2.227, 3.111], [-0.850, 1.855, 5.169], [-1.954, 3.918, 2.836], [-1.079, -0.013, 3.883], [0.153, -2.958, 0.965], [-0.588, 3.803, 4.973], [2.979, -4.478, 3.927], [-1.812, -3.406, 3.653], [-1.012, -2.518, -0.823]], "max_force_ev_per_a": 9.0, "homo_ha": -0.313, "mol_weight_g_mol": 679.256, "de_lowest_kcal_mol": 224.1, "charge": 0, "orbital_gap_ev": 5.87}